(1)
Computed, not measured: a cluster of 3 separate species, C2H4NS in total in a non-equilibrium geometry, with ωB97M-V with the def2-TZVPD basis set.

Results
maximum force	4.76	eV/A
net charge	+1
HOMO-LUMO gap	8.099	eV
E_HOMO	-15.41	eV
E_tot	-14450.64888	eV
E_LUMO	-7.31	eV

Positions of all 8 atoms, in Å:
C1 -0.6298 1.3634 0.2908
C2 2.1126 -0.2237 0.4400
N1 -1.4866 0.7719 -0.1312
S1 3.4817 0.3128 -0.2321
H1 0.8901 0.4856 -0.0843
H2 1.6851 -1.0606 0.8714
H3 -2.0148 -0.0167 -0.4436
H4 4.4893 -0.7269 -0.8685

Atoms 1-2, force components in eV/Å:
3.64 2.25 1.27
-1.99 2.72 -3.36

(2)
Computed, not measured: a cluster of 2 separate species, C2H4O2 in total in a non-equilibrium geometry, with ωB97M-V with the def2-TZVPD basis set.

Results
maximum force	1.14	eV/A
net charge	0
HOMO-LUMO gap	11.151	eV
E_HOMO	-10.27	eV
E_tot	-6231.82560	eV
E_LUMO	0.88	eV

Positions of all 8 atoms, in Å:
O1 2.3933 6.1323 0.3694
C1 1.7839 6.0193 -0.6504
H1 1.7145 5.1259 -1.3024
H2 1.1694 6.8395 -1.0734
O2 -2.6241 -5.5538 -0.0095
C2 -1.7680 -6.0430 0.6795
H3 -0.7130 -5.8275 0.4355
H4 -1.9561 -6.6927 1.5515

Atoms 1-2, force components in eV/Å:
0.19 -0.31 0.04
-0.77 0.41 -0.73

(3)
Computed, not measured: a cluster of 2 separate species, C2H4O2 in total in a non-equilibrium geometry, with ωB97M-V with the def2-TZVPD basis set.

Results
maximum force	3.27	eV/A
net charge	0
HOMO-LUMO gap	10.810	eV
E_HOMO	-10.32	eV
E_tot	-6231.72834	eV
E_LUMO	0.49	eV

Positions of all 8 atoms, in Å:
O1 -2.0178 -2.3921 1.1790
C1 -2.2998 -2.5399 2.3462
H1 -3.3176 -2.8077 2.7175
H2 -1.5083 -2.3828 3.1171
O2 -6.2495 2.4183 2.5805
C2 -5.1247 2.9341 2.6788
H3 -4.9699 3.8255 3.3322
H4 -4.3149 2.6995 1.9475

Atoms 1-2, force components in eV/Å:
-0.58 -0.24 0.90
0.63 0.31 -0.50

(4)
Computed, not measured: the molecule C2H4O2 in a non-equilibrium geometry, with ωB97M-V with the def2-TZVPD basis set.

Results
maximum force	3.25	eV/A
net charge	0
HOMO-LUMO gap	11.396	eV
E_HOMO	-10.69	eV
E_tot	-6233.52547	eV
E_LUMO	0.71	eV

Positions of all 8 atoms, in Å:
O1 1.5675 -0.2991 0.9560
C1 0.5719 -0.2339 0.2946
O2 -0.3642 -1.2536 0.2607
C2 -0.1785 0.7948 -0.4488
H1 -0.2490 -2.1254 0.7443
H2 0.4351 1.1879 -1.2529
H3 -0.6213 1.5721 0.2232
H4 -1.1615 0.3571 -0.7772

Atoms 1-2, force components in eV/Å:
0.03 0.64 -0.89
-1.53 -2.16 1.88

(5)
Computed, not measured: the molecule C2H4O2 in a non-equilibrium geometry, with ωB97M-V with the def2-TZVPD basis set.

Results
maximum force	2.86	eV/A
net charge	0
HOMO-LUMO gap	11.035	eV
E_HOMO	-9.98	eV
E_tot	-6229.70218	eV
E_LUMO	1.06	eV

Positions of all 8 atoms, in Å:
C1 0.4501 0.2271 0.4871
C2 -0.7891 -0.0384 -0.3000
O1 1.5824 -0.6885 0.0253
O2 1.5128 0.7194 -0.2257
H1 0.4541 0.3554 1.5732
H2 -1.7318 0.5535 -0.0268
H3 -1.0176 -1.1069 -0.0974
H4 -0.4609 -0.0216 -1.4356

Atoms 1-2, force components in eV/Å:
1.83 -1.85 -1.20
-0.61 -0.65 -1.41

(6)
Computed, not measured: the ion C2H4O2P with charge -1 in a non-equilibrium geometry, with ωB97M-V with the def2-TZVPD basis set.

Results
maximum force	3.30	eV/A
net charge	-1
HOMO-LUMO gap (spin up / spin down)	7.468 / 7.469	eV
E_HOMO (spin up / spin down)	-3.61 / -3.61	eV
E_tot	-15521.28642	eV
E_LUMO (spin up / spin down)	3.85 / 3.85	eV

Positions of all 9 atoms, in Å:
C1 1.5430 -0.6959 0.3236
C2 -1.1180 1.2006 0.1922
O1 0.5228 0.6043 -1.9002
O2 1.4979 -1.0352 1.5318
P1 -0.0867 0.0998 -0.6243
H1 2.0687 -1.4052 -0.5250
H2 2.1754 0.1777 0.0266
H3 -1.5604 1.9444 -0.5637
H4 -1.7167 0.7125 0.8971

Atoms 1-2, force components in eV/Å:
2.60 -1.09 -1.11
0.73 -0.16 -3.21

(7)
Computed, not measured: the ion C2H4O2P with charge +1 in a non-equilibrium geometry, with ωB97M-V with the def2-TZVPD basis set.

Results
maximum force	4.29	eV/A
net charge	+1
HOMO-LUMO gap	10.692	eV
E_HOMO	-17.38	eV
E_tot	-15514.68010	eV
E_LUMO	-6.69	eV

Positions of all 9 atoms, in Å:
C1 -0.0203 -0.5524 0.6895
C2 -0.3327 0.7646 -0.1039
O1 0.6824 -1.4266 -0.2431
O2 0.4104 0.6475 -1.3475
P1 1.0925 -0.7585 -1.5884
H1 0.5004 -0.1461 1.4431
H2 -0.9252 -0.9735 0.9881
H3 -1.3317 0.8672 -0.3794
H4 -0.0757 1.5778 0.5416

Atoms 1-2, force components in eV/Å:
-1.75 1.44 -3.65
0.47 -1.63 0.41

(8)
Computed, not measured: a structure of composition C2H4O2PS in a non-equilibrium geometry, with ωB97M-V with the def2-TZVPD basis set.

Results
maximum force	4.97	eV/A
net charge	-1
HOMO-LUMO gap	6.271	eV
E_HOMO	-2.60	eV
E_tot	-26357.83620	eV
E_LUMO	3.67	eV

Positions of all 10 atoms, in Å:
C1 0.6333 1.5960 -0.1748
C2 0.6677 -0.8272 0.6360
O1 -1.8466 0.5546 0.9055
O2 -1.0987 -0.2173 -1.3294
P1 -0.5749 0.3469 0.1448
S1 2.0275 0.2304 -0.0421
H1 0.8047 1.8229 -1.1995
H2 0.9420 -1.1203 1.9898
H3 0.4820 -1.8474 0.1661
H4 -2.0370 -0.5388 -1.0963

Atoms 1-2, force components in eV/Å:
0.76 -1.45 1.05
1.81 -2.82 3.67

(9)
Computed, not measured: the ion C2H4O2PS with charge -1 in a non-equilibrium geometry, with ωB97M-V with the def2-TZVPD basis set.

Results
maximum force	3.20	eV/A
net charge	-1
HOMO-LUMO gap (spin up / spin down)	6.747 / 6.567	eV
E_HOMO (spin up / spin down)	-3.38 / -3.17	eV
E_tot	-26356.84118	eV
E_LUMO (spin up / spin down)	3.36 / 3.39	eV

Positions of all 10 atoms, in Å:
C1 0.6713 -0.8547 -0.3256
C2 -1.8435 0.6181 -0.0227
O1 2.3979 1.4103 -0.2205
O2 3.2355 -0.8703 0.5837
P1 2.4256 -0.0197 -0.7172
S1 -1.0047 -0.6768 -0.7078
H1 0.8026 -1.9878 -0.7030
H2 -1.2452 1.6145 0.1611
H3 -2.8442 0.7111 -0.5597
H4 2.6000 -0.7236 1.3246

Atoms 1-2, force components in eV/Å:
-1.33 -2.35 -1.73
0.62 1.96 -1.22

(10)
Computed, not measured: a structure of composition C2H4O2S in a non-equilibrium geometry, with ωB97M-V with the def2-TZVPD basis set.

Results
maximum force	5.02	eV/A
net charge	0
HOMO-LUMO gap	10.581	eV
E_HOMO	-10.08	eV
E_tot	-17065.60342	eV
E_LUMO	0.50	eV

Positions of all 9 atoms, in Å:
C1 0.8429 0.8155 0.0143
C2 -0.3350 -0.0961 -0.2852
O1 0.1065 0.7449 -1.2166
O2 0.3337 -1.7444 -0.5724
S1 -1.8743 0.0439 0.5043
H1 0.6655 1.6772 0.5119
H2 1.9107 0.5756 0.0623
H3 -0.3853 -2.4268 -0.6715
H4 -1.2646 0.4102 1.6529

Atoms 1-2, force components in eV/Å:
-0.26 -2.88 -1.19
4.02 -2.95 0.55

(11)
Computed, not measured: a cluster of 2 separate species, C2H4O2S2 in total in a non-equilibrium geometry, with ωB97M-V with the def2-TZVPD basis set.

Results
maximum force	2.84	eV/A
net charge	0
HOMO-LUMO gap	9.794	eV
E_HOMO	-9.09	eV
E_tot	-27902.91279	eV
E_LUMO	0.71	eV

Positions of all 10 atoms, in Å:
C1 -1.7914 0.8223 3.2013
C2 0.1645 0.1193 0.3937
O1 -1.1507 -0.0913 3.5229
O2 -1.2445 0.2094 0.3375
S1 -2.6627 1.9982 2.7749
S2 -2.0255 -0.3545 -0.9820
H1 0.3525 -0.8958 0.1086
H2 0.5007 0.0398 1.3605
H3 0.7757 0.7931 -0.2311
H4 -1.5488 -1.5265 -0.8988

Atoms 1-2, force components in eV/Å:
1.14 -1.93 0.58
-0.21 -1.17 -2.54

(12)
Computed, not measured: the molecule C2H4O3 in a non-equilibrium geometry, with ωB97M-V with the def2-TZVPD basis set.

Results
maximum force	5.22	eV/A
net charge	0
HOMO-LUMO gap	11.155	eV
E_HOMO	-10.78	eV
E_tot	-8280.04794	eV
E_LUMO	0.38	eV

Positions of all 9 atoms, in Å:
C1 0.3992 1.0320 0.2422
C2 -0.5021 -0.2224 0.2236
H1 0.9181 0.1514 -1.5328
H2 -0.4604 1.8099 0.2644
H3 0.9946 0.9694 1.1095
H4 -0.5808 -1.9340 -0.1906
O1 1.3461 0.9630 -0.9261
O2 -0.0470 -1.2469 -0.5387
O3 -1.3309 -0.4479 1.1591

Atoms 1-2, force components in eV/Å:
-2.04 -0.85 -3.61
-0.34 -1.20 5.07